1.
This record from the OMol25 dataset describes a cluster of 13 separate species, C56H56Cl10NO29 in total at a distorted geometry. The level of theory is ωB97M-V with the def2-TZVPD basis set.

- gap between HOMO and LUMO (eV) = 3.632
- LUMO level (eV) = -7.1554
- E_HOMO (eV) = -10.787
- charge = +1

Cartesian coordinates (Å):
1 C 3.902 -1.672 1.634
2 C 2.400 -1.462 1.964
3 C 2.384 -0.161 2.777
4 C 1.062 0.427 2.941
5 C 0.585 0.919 1.577
6 C 0.467 -0.217 0.554
7 N 1.664 -1.175 0.666
8 O 1.807 -2.081 -0.429
9 C 0.657 0.401 -0.882
10 C -0.819 -0.995 0.663
11 C 1.774 -2.713 2.580
12 H 4.111 -2.577 1.064
13 H 4.602 -1.774 2.463
14 H 4.152 -0.819 1.005
15 H 2.995 0.685 2.464
16 H 2.746 -0.462 3.761
17 H 1.134 1.351 3.514
18 H 0.397 -0.231 3.500
19 H 1.074 1.843 1.270
20 H -0.434 1.293 1.681
21 H -0.175 1.094 -1.002
22 H 0.401 -0.172 -1.774
23 H 1.603 0.906 -1.076
24 H -1.130 -1.267 1.672
25 H -0.888 -1.891 0.047
26 H -1.657 -0.431 0.254
27 H 2.087 -3.619 2.062
28 H 0.685 -2.694 2.540
29 H 2.086 -2.997 3.585
30 C 9.399 -3.894 -6.527
31 C 8.612 -4.967 -6.619
32 C 7.719 -5.442 -5.475
33 O 7.003 -6.389 -5.534
34 C 7.924 -4.629 -4.265
35 C 8.802 -3.610 -4.164
36 C 9.678 -3.127 -5.264
37 O 10.441 -2.186 -5.146
38 O 8.875 -2.849 -3.045
39 O 8.407 -5.622 -7.843
40 H 9.754 -3.515 -7.474
41 H 7.195 -4.859 -3.501
42 H 9.507 -2.137 -3.168
43 H 7.866 -6.400 -7.692
44 C -1.865 -9.510 3.035
45 C -2.981 -8.854 3.046
46 C -4.235 -9.278 3.692
47 O -5.379 -8.835 3.518
48 C -3.987 -10.395 4.652
49 C -2.839 -11.139 4.548
50 C -1.621 -10.785 3.692
51 O -0.599 -11.439 3.631
52 O -2.649 -12.214 5.372
53 O -3.076 -7.589 2.576
54 H -1.007 -8.985 2.642
55 H -4.717 -10.698 5.388
56 H -1.898 -12.785 5.198
57 H -3.940 -7.238 2.804
58 C -0.543 -10.096 -4.814
59 C 0.070 -9.782 -6.008
60 C 0.076 -8.452 -6.692
61 O 0.582 -8.206 -7.779
62 C -0.760 -7.535 -5.912
63 C -1.408 -7.760 -4.753
64 C -1.377 -9.114 -4.118
65 O -1.967 -9.398 -3.118
66 O -1.925 -6.838 -3.929
67 O 0.720 -10.707 -6.713
68 H -0.548 -11.123 -4.479
69 H -0.682 -6.473 -6.089
70 H -2.352 -7.107 -3.113
71 H 0.967 -10.309 -7.551
72 C -7.807 0.199 -5.579
73 C -7.468 1.472 -5.766
74 C -6.099 2.060 -5.796
75 O -5.828 3.255 -5.901
76 C -5.110 1.045 -5.801
77 C -5.430 -0.260 -5.588
78 C -6.811 -0.809 -5.408
79 O -7.090 -2.016 -5.240
80 O -4.465 -1.158 -5.448
81 O -8.401 2.506 -5.916
82 H -8.874 0.063 -5.482
83 H -4.060 1.245 -5.949
84 H -4.896 -2.014 -5.402
85 H -8.016 3.364 -6.107
86 C -0.990 9.417 -4.155
87 C -1.195 10.670 -3.661
88 C -1.461 11.017 -2.279
89 O -1.286 12.132 -1.781
90 C -1.649 9.891 -1.429
91 C -1.532 8.606 -1.793
92 C -1.142 8.263 -3.234
93 O -0.954 7.072 -3.494
94 O -1.727 7.491 -0.989
95 O -1.174 11.714 -4.575
96 H -0.732 9.234 -5.187
97 H -1.892 10.113 -0.400
98 H -2.163 6.826 -1.526
99 H -1.395 12.493 -4.060
100 C 3.215 8.821 4.138
101 C 3.571 10.135 3.975
102 C 4.726 10.701 4.800
103 O 5.215 11.812 4.589
104 C 5.314 9.778 5.719
105 C 5.004 8.465 5.839
106 C 3.916 7.901 5.038
107 O 3.549 6.736 4.944
108 O 5.525 7.540 6.670
109 O 2.958 10.908 3.038
110 H 2.366 8.490 3.559
111 H 6.099 10.173 6.347
112 H 5.179 6.661 6.497
113 H 3.429 11.737 2.929
114 C -8.978 5.277 -0.200
115 C -10.250 5.475 0.162
116 C -11.239 4.336 0.386
117 O -12.396 4.492 0.536
118 C -10.621 3.053 0.094
119 C -9.346 2.875 -0.248
120 C -8.367 3.904 -0.266
121 O -7.139 3.796 -0.368
122 O -8.839 1.642 -0.476
123 O -10.746 6.724 0.606
124 H -8.372 6.170 -0.231
125 H -11.240 2.170 0.163
126 H -9.566 1.103 -0.796
127 H -11.686 6.587 0.468
128 C -1.538 -5.988 8.481
129 Cl 0.096 -6.746 8.087
130 Cl -2.068 -4.948 7.155
131 H -2.300 -6.767 8.455
132 H -1.410 -5.440 9.415
133 C -1.720 4.981 8.095
134 Cl -0.706 3.474 8.338
135 Cl -0.816 6.409 8.432
136 H -1.977 5.033 7.037
137 H -2.552 4.969 8.800
138 C 3.136 -0.712 -8.022
139 Cl 1.964 0.663 -7.945
140 Cl 3.323 -1.443 -6.405
141 H 2.857 -1.413 -8.809
142 H 4.142 -0.389 -8.290
143 C 6.134 -0.475 9.268
144 Cl 5.867 1.253 8.755
145 Cl 4.588 -1.320 8.940
146 H 6.906 -1.011 8.715
147 H 6.303 -0.485 10.345
148 C 9.576 4.359 3.499
149 Cl 8.761 2.796 3.148
150 Cl 8.672 5.711 2.653
151 H 9.584 4.531 4.576
152 H 10.632 4.362 3.230

Löwdin atomic charge list, values in e, 6 entries: C -0.0087; C -0.4294; C -0.1622; C -0.1894; C -0.1183; C -0.4269



2.
This record from the OMol25 dataset describes an isolated molecule of C4H9N5 at a distorted geometry. The level of theory is ωB97M-V with the def2-TZVPD basis set.

- gap between HOMO and LUMO (eV) = 8.319
- LUMO level (eV) = 0.9643
- E_HOMO (eV) = -7.355
- energy above the lowest of the compared OMol25 structures with the same formula, charge and spin (kcal per mole) = 71.3
- charge = 0

Cartesian coordinates (Å):
1 C 0.633 0.710 1.176
2 C -1.438 0.052 -0.006
3 C 1.127 -0.564 -0.027
4 N 0.254 1.966 1.353
5 N -1.794 -0.961 -0.865
6 N 1.892 -1.499 0.670
7 C 1.293 -0.302 -1.352
8 N -0.218 -0.202 0.645
9 N -2.104 1.109 0.269
10 H 0.885 2.608 1.800
11 H -0.709 2.242 1.161
12 H -2.580 -0.792 -1.473
13 H -1.037 -1.521 -1.232
14 H 1.789 -1.394 1.671
15 H 2.206 -2.293 0.131
16 H -3.015 1.131 -0.183
17 H 2.133 -0.720 -1.882
18 H 0.682 0.429 -1.856

Löwdin atomic charge list, values in e, 6 entries: C -0.1731; C -0.5115; C -0.4927; N 0.1240; N 0.1434; N 0.0781



3.
This record from the OMol25 dataset describes a structure of composition C35H48BeGeOP2. The level of theory is ωB97M-V with the def2-TZVPD basis set.

- gap between HOMO and LUMO (eV) = 9.707
- LUMO level (eV) = -4.9618
- E_HOMO (eV) = -14.669
- energy above the lowest of the compared OMol25 structures with the same formula, charge and spin (kcal per mole) = 0.0
- charge = +2

Cartesian coordinates (Å):
1 Be 0.744 0.133 -1.014
2 C -0.010 3.341 -2.699
3 C 0.284 2.158 -3.347
4 C -0.242 0.954 -2.865
5 C -1.075 0.936 -1.732
6 C -1.362 2.155 -1.101
7 C -0.843 3.340 -1.580
8 H 0.387 4.274 -3.075
9 H 0.893 2.167 -4.242
10 H -0.076 0.039 -3.424
11 H -1.995 2.170 -0.224
12 H -1.083 4.271 -1.082
13 O 1.188 0.896 0.205
14 P 1.471 1.454 1.612
15 C 3.223 1.756 1.701
16 C 3.869 2.319 0.595
17 C 5.229 2.569 0.649
18 C 5.946 2.259 1.800
19 C 5.307 1.700 2.896
20 C 3.944 1.447 2.852
21 C 0.994 0.255 2.837
22 C 1.071 -1.099 2.500
23 C 0.767 -2.064 3.444
24 C 0.394 -1.682 4.728
25 C 0.327 -0.339 5.070
26 C 0.627 0.634 4.128
27 C 0.553 2.956 1.877
28 C -0.811 2.860 2.175
29 C -1.570 4.009 2.308
30 C -0.973 5.255 2.146
31 C 0.380 5.355 1.859
32 C 1.149 4.206 1.728
33 H 3.303 2.567 -0.297
34 H 5.734 3.012 -0.200
35 H 7.009 2.456 1.839
36 H 5.870 1.458 3.788
37 H 3.447 1.003 3.706
38 H 1.371 -1.392 1.501
39 H 0.827 -3.114 3.187
40 H 0.159 -2.437 5.466
41 H 0.041 -0.047 6.071
42 H 0.571 1.682 4.398
43 H -1.268 1.889 2.315
44 H -2.621 3.939 2.554
45 H -1.566 6.153 2.262
46 H 0.841 6.327 1.753
47 H 2.209 4.289 1.527
48 C 3.479 -1.613 -0.770
49 P 2.400 -0.853 -2.014
50 C 1.955 -2.195 -3.150
51 C 3.489 0.246 -2.957
52 H 4.353 -2.060 -1.244
53 H 2.936 -2.392 -0.233
54 H 3.807 -0.854 -0.057
55 H 2.850 -2.696 -3.519
56 H 1.405 -1.800 -4.006
57 H 1.326 -2.922 -2.635
58 H 4.332 -0.319 -3.356
59 H 3.866 1.034 -2.305
60 H 2.946 0.705 -3.783
61 C -3.906 -4.314 -3.567
62 C -2.506 -4.516 -3.000
63 C -2.158 -3.529 -1.884
64 C -2.069 -2.084 -2.381
65 Ge -1.617 -0.808 -0.992
66 C -2.475 -0.654 0.752
67 C -3.565 -1.693 1.028
68 C -4.740 -1.604 0.063
69 C -5.804 -2.656 0.347
70 H -4.138 -5.085 -4.301
71 H -4.016 -3.351 -4.068
72 H -4.658 -4.373 -2.777
73 H -1.763 -4.437 -3.799
74 H -2.422 -5.528 -2.600
75 H -1.207 -3.820 -1.425
76 H -2.918 -3.604 -1.101
77 H -3.011 -1.753 -2.823
78 H -1.308 -1.995 -3.162
79 H -0.058 -1.232 -0.641
80 H -2.898 0.353 0.805
81 H -1.676 -0.711 1.495
82 H -3.932 -1.542 2.047
83 H -3.137 -2.699 1.006
84 H -4.385 -1.724 -0.970
85 H -5.180 -0.604 0.124
86 H -5.391 -3.663 0.264
87 H -6.636 -2.577 -0.352
88 H -6.203 -2.544 1.356

Löwdin atomic charge list, values in e, 6 entries: Be -0.0237; C -0.0270; C -0.0488; C -0.1493; C -0.3234; C -0.0788



4.
This record from the OMol25 dataset describes a cluster of 2 separate species, C5H11N3 in total at a distorted geometry. The level of theory is ωB97M-V with the def2-TZVPD basis set.

- SMILES = [H]/N=C/N(C)N.C#CC
- gap between HOMO and LUMO (eV) = 9.422
- LUMO level (eV) = 0.9055
- E_HOMO (eV) = -8.517
- energy above the lowest of the compared OMol25 structures with the same formula, charge and spin (kcal per mole) = 81.4
- charge = 0

Cartesian coordinates (Å):
1 H 0.777 -0.157 -1.793
2 N 1.034 -0.767 -0.991
3 C 0.492 -0.348 0.071
4 N 0.490 -1.046 1.231
5 C 1.441 -2.104 1.466
6 N -0.195 -0.478 2.315
7 H -0.212 0.497 0.105
8 H 1.860 -2.373 0.500
9 H 0.945 -2.970 1.911
10 H 2.244 -1.775 2.136
11 H -0.788 -1.183 2.750
12 H 0.460 -0.141 3.022
13 C -0.328 1.643 -3.260
14 C -0.860 1.624 -2.182
15 C -1.717 1.924 -0.985
16 H 0.196 1.604 -4.169
17 H -1.133 2.489 -0.259
18 H -2.154 1.025 -0.542
19 H -2.554 2.537 -1.325

Löwdin atomic charge list, values in e, 6 entries: H 0.0106; N 0.0812; C -0.3106; N -0.2717; C -0.0634; N 0.0480



5.
This record from the OMol25 dataset describes a structure of composition C22H33ErN2OP3 at a distorted geometry. The level of theory is ωB97M-V with the def2-TZVPD basis set.

- multiplicity = 5
- gap between HOMO and LUMO (spin up / spin down) (eV) = 7.169 / 4.978
- LUMO level (spin up / spin down) (eV) = -6.3106 / -8.2652
- E_HOMO (spin up / spin down) (eV) = -13.479 / -13.244
- energy above the lowest of the compared OMol25 structures with the same formula, charge and spin (kcal per mole) = 0.0
- charge = +2

Cartesian coordinates (Å):
1 Er -0.179 0.894 -0.654
2 P -2.872 0.048 -1.226
3 P 1.189 3.122 0.573
4 N -0.001 -1.063 -1.630
5 N 2.062 0.379 -0.746
6 H 1.471 -2.300 -2.564
7 H 3.113 -1.485 -0.696
8 H 1.177 -2.542 -0.843
9 C 1.230 -1.780 -1.632
10 H 2.968 -0.715 -2.298
11 C 2.446 -0.896 -1.344
12 H -0.478 -1.919 -3.565
13 H 4.100 0.924 -0.471
14 C -0.732 -1.129 -2.809
15 C 3.032 1.216 -0.327
16 H -2.669 -1.958 -2.566
17 C -2.248 -0.958 -2.713
18 H -2.683 -0.533 -3.624
19 H 1.425 4.390 -0.044
20 H 1.456 3.511 1.910
21 H -3.851 0.790 -1.922
22 H -3.647 -0.936 -0.666
23 O -0.581 1.879 -2.504
24 C -0.126 1.953 -3.700
25 C -1.006 1.688 -4.837
26 C 1.361 2.056 -3.937
27 H -0.276 -0.414 -3.472
28 H -1.835 0.997 -4.748
29 H -1.448 2.667 -4.958
30 H -0.403 1.429 -5.711
31 H 2.007 1.674 -3.102
32 H 1.664 1.524 -4.872
33 H 1.413 3.148 -4.069
34 C 2.843 2.448 0.265
35 H 3.796 2.983 0.476
36 C -1.902 1.381 3.021
37 P -0.898 0.266 2.005
38 C 0.686 0.145 2.929
39 C 0.997 1.020 3.982
40 C 2.288 1.100 4.493
41 C 3.303 0.280 3.981
42 C 2.987 -0.628 2.967
43 C 1.708 -0.699 2.466
44 C -1.764 -1.342 2.121
45 C -1.169 -2.505 1.627
46 C -1.897 -3.674 1.440
47 C -3.246 -3.708 1.787
48 C -3.850 -2.586 2.344
49 C -3.108 -1.412 2.523
50 H -2.889 1.493 2.558
51 H -2.027 0.997 4.043
52 H -1.416 2.363 3.065
53 H 0.238 1.679 4.386
54 H 2.528 1.829 5.259
55 H 4.312 0.372 4.349
56 H 3.785 -1.256 2.549
57 H 1.498 -1.410 1.662
58 H -0.112 -2.495 1.338
59 H -1.428 -4.548 0.988
60 H -3.837 -4.609 1.600
61 H -4.902 -2.601 2.599
62 H -3.601 -0.544 2.943

Löwdin atomic charge list, values in e, 6 entries: Er 0.9299; P 0.8622; P 0.8488; N -0.2503; N -0.1029; H 0.1273



6.
This record from the OMol25 dataset describes an isolated molecule of C10H8O3 at a distorted geometry. The level of theory is ωB97M-V with the def2-TZVPD basis set.

- SMILES = Cc1ccc(C)c2c1OC(=O)C2=O
- gap between HOMO and LUMO (eV) = 8.108
- LUMO level (eV) = -1.2567
- E_HOMO (eV) = -9.364
- energy above the lowest of the compared OMol25 structures with the same formula, charge and spin (kcal per mole) = 4.1
- charge = 0

Cartesian coordinates (Å):
1 C -1.721 2.076 1.480
2 C -0.741 1.277 0.673
3 C 0.413 1.856 0.093
4 C 1.352 1.091 -0.595
5 C 1.249 -0.303 -0.788
6 C 2.303 -1.058 -1.567
7 C 0.081 -0.894 -0.244
8 C -0.853 -0.108 0.456
9 O -1.953 -0.829 0.886
10 C -1.770 -2.093 0.515
11 O -2.595 -2.976 0.730
12 C -0.448 -2.241 -0.131
13 O 0.121 -3.286 -0.439
14 H -1.883 1.544 2.408
15 H -2.662 2.084 0.937
16 H -1.380 3.085 1.713
17 H 0.551 2.928 0.199
18 H 2.165 1.595 -1.077
19 H 2.225 -2.120 -1.366
20 H 3.309 -0.724 -1.215
21 H 2.238 -0.904 -2.668

Löwdin atomic charge list, values in e, 6 entries: C -0.0265; C -0.1756; C -0.0073; C -0.0361; C -0.1694; C -0.0287



7.
This record from the OMol25 dataset describes a cluster of 7 separate species, BrH12O6 in total at a distorted geometry. The level of theory is ωB97M-V with the def2-TZVPD basis set.

- gap between HOMO and LUMO (eV) = 9.272
- LUMO level (eV) = 3.3842
- E_HOMO (eV) = -5.888
- energy above the lowest of the compared OMol25 structures with the same formula, charge and spin (kcal per mole) = 7.5
- charge = -1

Cartesian coordinates (Å):
1 Br 0.074 0.045 -0.502
2 O -2.303 1.864 -2.185
3 H -1.495 1.600 -1.745
4 H -2.826 2.277 -1.498
5 O 0.449 -3.053 -1.933
6 H 0.511 -2.264 -1.394
7 H -0.427 -3.397 -1.756
8 O -1.415 1.497 2.059
9 H -0.867 1.047 1.416
10 H -1.689 2.302 1.620
11 O 1.866 -0.556 2.452
12 H 2.657 -0.249 2.010
13 H 1.210 -0.614 1.757
14 O 2.099 3.224 -1.089
15 H 1.607 3.232 -1.910
16 H 1.891 2.378 -0.693
17 O -0.836 -3.154 1.139
18 H -0.172 -3.783 1.419
19 H -0.336 -2.397 0.833

Löwdin atomic charge list, values in e, 6 entries: Br 0.0463; O -0.1032; H -0.1146; H 0.0145; O -0.1097; H -0.1257



Repeat the seventh record exactly.
This record from the OMol25 dataset describes a cluster of 7 separate species, BrH12O6 in total at a distorted geometry. The level of theory is ωB97M-V with the def2-TZVPD basis set.

- gap between HOMO and LUMO (eV) = 9.272
- LUMO level (eV) = 3.3842
- E_HOMO (eV) = -5.888
- energy above the lowest of the compared OMol25 structures with the same formula, charge and spin (kcal per mole) = 7.5
- charge = -1

Cartesian coordinates (Å):
1 Br 0.074 0.045 -0.502
2 O -2.303 1.864 -2.185
3 H -1.495 1.600 -1.745
4 H -2.826 2.277 -1.498
5 O 0.449 -3.053 -1.933
6 H 0.511 -2.264 -1.394
7 H -0.427 -3.397 -1.756
8 O -1.415 1.497 2.059
9 H -0.867 1.047 1.416
10 H -1.689 2.302 1.620
11 O 1.866 -0.556 2.452
12 H 2.657 -0.249 2.010
13 H 1.210 -0.614 1.757
14 O 2.099 3.224 -1.089
15 H 1.607 3.232 -1.910
16 H 1.891 2.378 -0.693
17 O -0.836 -3.154 1.139
18 H -0.172 -3.783 1.419
19 H -0.336 -2.397 0.833

Löwdin atomic charge list, values in e, 6 entries: Br 0.0463; O -0.1032; H -0.1146; H 0.0145; O -0.1097; H -0.1257